Below is a single C2H2O6S2 molecule in a non-equilibrium geometry, with properties calculated with the ωB97M-V functional and the def2-TZVPD basis.

Calculated values
F_max, eV/Å: 4.055
Energy relative to the best compared isomer or geometry (same formula, charge and spin), kJ/mol: 11.9

Last column: Mulliken charge in e.
Geometry (Å):
C: -0.561 0.289 -0.109  0.872
C: -0.876 -1.168 0.381  -0.226
O: -1.673 0.866 -0.623  -0.561
O: 2.988 0.160 -0.397  -0.388
O: -0.201 1.158 0.961  -0.214
O: 0.092 -1.794 1.112  -0.338
O: 1.147 1.149 1.131  -0.190
O: 0.478 0.399 -1.005  -0.473
S: -0.029 -2.536 -0.383  -0.048
S: 1.956 1.130 -0.354  0.660
H: -1.860 -1.177 0.623  0.548
H: -1.461 1.524 -1.335  0.358